Formula: C46H63BrI2N2O19
Source: the OMol25 dataset
Level of theory: ωB97M-V with the def2-TZVPD basis set

Geometry as XYZ:
```
133
Properties=species:S:1:pos:R:3
C 4.91492 -4.63548 3.47366
C 5.86147 -5.65067 2.68891
C 6.78029 -4.90286 1.60596
C 6.08723 -5.08022 0.18617
C 6.32976 -3.83230 -0.78775
C 4.99154 -3.23412 -1.39991
C 4.85373 -1.65417 -1.21663
C 3.49759 -1.23766 -0.49049
C 3.02135 0.22354 -0.85529
C 2.09119 0.87787 0.26113
C 1.13121 1.98173 -0.33506
C 0.20513 2.65388 0.77774
C -0.83246 1.55917 1.28496
C -2.35134 2.04609 1.21855
C -3.28968 1.30687 2.27721
C -3.90835 -0.02289 1.71396
C -5.23977 -0.02682 1.04042
Br -6.21083 1.65307 0.90920
C -5.78765 -1.29935 0.47964
C -7.14905 -1.38504 -0.27834
C -8.17902 -2.43772 0.30258
C -9.00176 -3.02364 -0.90808
O -8.25462 -3.88570 -1.77381
C -8.67199 -5.25482 -1.67283
C -4.94921 -2.48318 0.67003
C -3.61777 -2.52474 1.33739
C -3.10524 -1.26261 1.86292
O -1.81863 -1.26749 2.47075
C -0.88515 -1.66828 1.55297
N -0.22577 -2.16841 0.75663
C -3.01592 -3.96817 1.29895
O -2.11276 -4.43137 1.92856
N -3.82469 -4.60354 0.29229
C -3.20086 -4.99754 -0.95386
I -2.95371 -7.13724 -1.23909
C -2.76498 -4.14992 -1.94016
C -2.89495 -2.59725 -1.79412
I -1.87949 -4.93227 -3.74636
C -5.13171 -3.97662 0.25218
O -6.09783 -4.63191 -0.02268
H 5.44590 -3.64713 3.52158
H 4.69407 -4.99984 4.51553
H 3.97834 -4.46618 2.87274
H 6.45530 -6.26003 3.41899
H 5.18663 -6.35064 2.11570
H 6.85892 -3.82426 1.92229
H 7.83704 -5.30471 1.62165
H 6.50363 -6.02964 -0.25392
H 4.98006 -5.20978 0.31030
H 6.97624 -3.07783 -0.26770
H 6.95334 -4.24030 -1.64103
H 4.09505 -3.77137 -0.96296
H 4.99043 -3.51219 -2.49727
H 5.75856 -1.30025 -0.64625
H 4.93083 -1.21394 -2.25774
H 3.69270 -1.36278 0.61144
H 2.72599 -1.97831 -0.85634
H 2.41199 0.14624 -1.80426
H 3.93732 0.84106 -1.06901
H 2.80882 1.31367 1.02367
H 1.49826 0.08112 0.79358
H 0.53127 1.50176 -1.15779
H 1.78934 2.80227 -0.73839
H -0.39348 3.50837 0.33932
H 0.85626 2.99585 1.63197
H -0.75918 0.69113 0.56522
H -0.63029 1.26922 2.35071
H -2.73385 1.75593 0.19126
H -2.42332 3.17080 1.31152
H -2.63026 1.03958 3.15663
H -4.09864 1.99625 2.65108
H -7.63170 -0.36702 -0.17385
H -6.96068 -1.50021 -1.38771
H -8.92175 -1.84987 0.92577
H -7.73534 -3.20362 0.98546
H -9.31025 -2.13070 -1.54075
H -9.96486 -3.48409 -0.55227
H -7.74711 -5.90570 -1.60967
H -9.25624 -5.48074 -0.73539
H -9.23923 -5.62168 -2.57608
H -3.97155 -2.25157 -1.81098
H -2.32430 -2.17589 -0.92676
H -2.43557 -2.14519 -2.72436
C -9.60793 -2.51076 -4.46279
C -9.57968 -3.42097 -5.65698
O -10.87241 -4.01891 -5.62905
C -11.69520 -3.17537 -4.94572
O -12.87761 -3.29501 -4.88237
O -10.98955 -2.17871 -4.34554
H -9.00452 -1.61437 -4.60729
H -9.28582 -3.01145 -3.54661
H -9.46191 -2.87603 -6.59756
H -8.79875 -4.17774 -5.58705
C 7.01361 0.50336 3.91676
C 6.19170 -0.75429 3.86398
O 5.78278 -0.80893 2.50185
C 6.68458 -0.08990 1.77878
O 6.72917 -0.07143 0.59017
O 7.52750 0.60269 2.59276
H 7.82296 0.44394 4.64394
H 6.41005 1.38987 4.12893
H 6.77824 -1.64809 4.09349
H 5.32823 -0.71807 4.52771
C 1.02684 5.14400 5.91322
C -0.32230 4.69286 5.42731
O -0.31124 5.07806 4.05669
C 0.99154 5.16203 3.66977
O 1.34990 5.29839 2.54406
O 1.82893 5.06776 4.73902
H 1.42512 4.50156 6.69795
H 1.01983 6.17726 6.26990
H -0.44873 3.60863 5.48898
H -1.14134 5.17524 5.95995
C 3.67645 5.86996 -3.70257
C 3.19875 5.87504 -2.27902
O 3.37160 4.51683 -1.88177
C 4.32771 3.97695 -2.68702
O 4.82720 2.90998 -2.51333
O 4.63743 4.81482 -3.71263
H 4.13231 6.81436 -3.99296
H 2.87926 5.62805 -4.41070
H 3.80871 6.51255 -1.63493
H 2.15578 6.17703 -2.18904
C 5.79527 9.64273 -1.56628
C 5.83593 10.89631 -2.39392
O 5.29720 10.46976 -3.64202
C 4.52861 9.37702 -3.39873
O 3.80230 8.87252 -4.19872
O 4.69337 8.93175 -2.12422
H 5.63212 9.84461 -0.50828
H 6.69859 9.03765 -1.67673
H 5.20150 11.68800 -1.98724
H 6.84695 11.28236 -2.51835
```

For the total energy, the calculation gives -176843.729 eV. Its HOMO-LUMO gap is 7.8 eV. As for the energy above the lowest of the compared OMol25 structures with the same formula, charge and spin: 0.000 eV. For the HOMO energy, the calculation gives -8.8 eV.

Formula: C30H38BCl51NO5
Source: the OMol25 dataset
Level of theory: ωB97M-V with the def2-TZVPD basis set

Geometry as XYZ:
```
126
Properties=species:S:1:pos:R:3
C -0.72137 -1.68118 1.11610
C -0.51232 -0.66248 -0.11542
C 0.85165 0.16664 0.11014
C -1.80511 0.29303 -0.37110
C -1.90054 1.31367 0.90063
C -1.66316 1.18442 -1.70826
O -2.59412 0.82021 -2.77629
N -1.98143 0.36649 -3.88143
C -2.30996 -0.99931 -4.30596
C -1.74622 -1.67402 -5.57978
C -0.75476 -0.85105 -6.49173
C -0.11983 -1.42598 -7.84518
O 0.86659 -2.21270 -7.86275
O -0.60510 -1.04592 -9.14296
C -0.40620 0.58393 -6.01133
C 0.61434 1.59168 -6.75681
B 1.83178 1.84239 -5.66569
O 1.73839 3.03911 -4.82081
O 2.93536 0.92936 -5.48597
C -1.07631 1.11650 -4.71737
H -1.57990 -1.28487 1.76250
H -0.92309 -2.73233 0.70145
H 0.23968 -1.77680 1.75597
H -0.40180 -1.31339 -1.06210
H 1.43359 -0.12264 1.05216
H 1.53026 -0.06494 -0.80150
H 0.70897 1.30999 0.09842
H -2.72626 -0.38281 -0.35205
H -2.98637 1.60069 1.15220
H -1.26777 2.23885 0.62711
H -1.37577 0.85347 1.82192
H -0.55968 1.17969 -2.00451
H -1.92928 2.26976 -1.40831
H -3.03910 -1.60313 -3.66159
H -1.99548 -2.74986 -5.89281
H -1.27272 -0.32621 -9.05688
H 1.02741 1.04722 -7.68201
H 0.12711 2.59074 -7.03279
H 1.49597 2.67732 -3.93510
H 3.08101 0.84363 -4.50713
H -0.84375 2.19476 -4.37743
C -6.65331 -1.09190 -3.68150
Cl -7.70354 -0.17696 -2.59364
Cl -6.00286 -0.04150 -4.94935
Cl -5.33828 -1.85929 -2.77673
H -7.24573 -1.87353 -4.15388
C 3.24895 -5.02139 -7.80413
Cl 4.55121 -4.07108 -7.07419
Cl 3.62212 -5.39779 -9.49140
Cl 2.97312 -6.50875 -6.88330
H 2.33813 -4.42856 -7.77943
C 1.77312 2.63231 2.85717
Cl 1.03435 3.84580 1.79900
Cl 2.74746 3.42007 4.10832
Cl 0.52564 1.58501 3.56547
H 2.43224 2.00816 2.25597
C -2.02107 0.16561 6.07363
Cl -0.74746 1.08316 6.87866
Cl -1.59970 -0.13864 4.37924
Cl -2.31465 -1.36102 6.92056
H -2.93697 0.75382 6.09867
C -0.93714 -6.57209 -8.27387
Cl -2.40055 -6.52175 -7.27903
Cl -1.34900 -6.84867 -9.97140
Cl -0.01252 -5.07361 -8.09384
H -0.31807 -7.39990 -7.93164
C 5.69527 6.19653 4.80159
Cl 7.01331 7.16078 5.48251
Cl 6.03818 5.77614 3.11751
Cl 5.43118 4.73647 5.76522
H 4.78525 6.79365 4.82720
C 3.83066 4.84829 -7.16343
Cl 3.35085 6.49012 -7.61472
Cl 3.64576 3.74603 -8.53794
Cl 5.49685 4.82781 -6.57056
H 3.17759 4.50909 -6.36104
C 0.51601 -2.87762 5.18614
Cl 1.80524 -1.91914 5.92755
Cl 0.92405 -3.27649 3.50911
Cl 0.21642 -4.34743 6.12256
H -0.39499 -2.28213 5.18369
C 0.32008 -4.14459 -2.37856
Cl -0.45259 -2.90288 -3.38653
Cl 1.30319 -3.40386 -1.10941
Cl -0.89687 -5.21889 -1.67698
H 0.97627 -4.73795 -3.01333
C 1.64461 -7.84078 -12.68300
Cl 2.32482 -7.32521 -14.23305
Cl 1.99650 -9.54944 -12.38682
Cl 2.27076 -6.83895 -11.36405
H 0.56390 -7.71601 -12.72484
C 0.93873 5.42940 6.90667
Cl -0.45356 6.51057 6.75540
Cl 0.66351 3.93217 6.00660
Cl 2.41403 6.23269 6.34494
H 1.06522 5.17854 7.95837
C -2.55871 0.62627 10.30126
Cl -1.41264 1.97271 10.23585
Cl -3.04918 0.30696 11.97009
Cl -3.97290 0.96468 9.29118
H -2.06500 -0.26315 9.91272
C 10.09729 9.48254 6.24751
Cl 9.06587 10.44211 7.31876
Cl 10.73543 10.48475 4.93654
Cl 11.41755 8.73660 7.15903
H 9.49325 8.69009 5.80951
C -1.52234 -5.95988 9.49060
Cl -0.57467 -6.68608 8.18391
Cl -0.46615 -5.10827 10.62504
Cl -2.74574 -4.86099 8.83505
H -2.03151 -6.75706 10.02834
C -3.52092 4.95377 -1.90418
Cl -3.59719 3.56303 -3.00010
Cl -4.94285 4.99553 -0.85583
Cl -2.03813 4.90419 -0.93790
H -3.50868 5.86245 -2.50354
C -6.45663 5.04515 3.28733
Cl -6.27870 6.71191 3.85128
Cl -7.20405 5.00734 1.68342
Cl -4.88720 4.22629 3.26120
H -7.10764 4.51623 3.98103
C -0.75062 -8.14768 13.62531
Cl 0.11354 -6.75541 14.29222
Cl -2.36079 -8.28353 14.34515
Cl -0.86552 -8.02204 11.86333
H -0.18938 -9.04807 13.86835
```

For the total energy, the calculation gives -682760.876 eV. As for the charge: +1. Its HOMO-LUMO gap is 7.1 eV. For the HOMO energy, the calculation gives -11.9 eV.

Formula: C26H22Cl2MoN3O4
Source: the OMol25 dataset
Level of theory: ωB97M-V with the def2-TZVPD basis set

Geometry as XYZ:
```
58
Properties=species:S:1:pos:R:3
Mo 1.17781 -1.78417 1.20932
C 5.04645 -2.77550 2.24431
C 3.93806 -1.95318 1.71201
O 2.72235 -2.66592 1.45642
C 3.88816 -0.68740 1.33888
C 2.60922 -0.24472 0.70585
C 2.67049 0.37829 -0.66011
N 1.51071 0.08131 1.49448
N 1.53777 0.63415 2.73868
C 1.17310 -0.27071 3.60671
O 0.94730 -1.50630 3.11009
C 1.06370 -0.04201 5.02675
C 1.34984 1.21896 5.54947
C 1.23851 1.42569 6.90949
C 0.84759 0.38242 7.74280
C 0.55732 -0.86865 7.22365
C 0.66699 -1.08755 5.86276
H 5.33477 -3.52984 1.51045
H 5.90120 -2.14287 2.46798
H 4.73939 -3.30011 3.14949
H 4.76093 -0.04969 1.35967
H 3.27349 -0.21218 -1.34785
H 1.66931 0.51656 -1.07013
H 3.14014 1.36191 -0.55887
H 1.67083 2.01590 4.89083
H 1.46265 2.39704 7.32889
H 0.77659 0.54741 8.80974
H 0.24092 -1.66877 7.87904
H 0.44022 -2.05936 5.44575
Cl -1.38269 1.58103 -5.76545
C -1.87904 2.58796 -4.49214
C -1.80701 3.93320 -4.68633
C -2.03143 4.82139 -3.61754
C -2.24196 4.38525 -2.30365
C -2.29916 3.04777 -2.05554
Cl -2.58885 2.47643 -0.49796
C -2.18374 2.08001 -3.14860
N -2.24414 0.79853 -2.81238
C -2.61486 -0.25759 -3.57218
C -3.62714 0.00576 -4.55297
C -4.19338 -1.01166 -5.25513
C -3.75862 -2.31565 -5.00060
C -2.77414 -2.58976 -4.03360
C -2.18252 -1.60680 -3.28086
C -1.06709 -2.07014 -2.36274
C -0.90216 -1.44449 -1.00554
O -1.61788 -0.60650 -0.53216
O 0.10486 -2.02840 -0.31278
H -1.55204 4.31301 -5.66654
H -2.01422 5.88778 -3.81675
H -2.37322 5.09335 -1.49611
H -2.08391 0.56434 -1.80403
H -4.00946 1.01552 -4.64598
H -4.99246 -0.81962 -5.95945
H -4.20929 -3.14266 -5.53830
H -2.47475 -3.61944 -3.88484
H -0.09927 -2.06194 -2.87205
H -1.25625 -3.12738 -2.16437
```

For the total energy, the calculation gives -66850.485 eV. As for the charge: +3. Its HOMO-LUMO gap is 2.7 eV. As for the energy above the lowest of the compared OMol25 structures with the same formula, charge and spin: 0.478 eV. For the HOMO energy, the calculation gives -15.4 eV.

Formula: C4H11N2O
Source: the OMol25 dataset
Level of theory: ωB97M-V with the def2-TZVPD basis set

Geometry as XYZ:
```
18
Properties=species:S:1:pos:R:3
N 0.50515 -0.84995 -1.47803
C -0.79829 -1.16687 -0.71765
C -0.44512 -1.45756 0.71612
N 0.45086 -0.39240 1.11955
C -0.13584 0.89957 1.31103
C -0.11755 1.75987 0.07957
O 0.39163 1.44796 -0.95903
H 1.29618 -1.36591 -1.10828
H 0.71196 0.13004 -1.34546
H 0.42122 -1.24470 -2.42851
H -1.41186 -0.26226 -0.85306
H -1.27277 -2.00674 -1.18855
H 0.09659 -2.37608 0.75600
H -1.38448 -1.46349 1.32116
H 1.01544 -0.62550 1.88235
H -1.19669 0.88926 1.61747
H 0.40644 1.49019 2.03533
H -0.69224 2.72196 0.07803
```

For the total energy, the calculation gives -9346.920 eV. As for the charge: +1. Its HOMO-LUMO gap is 10.8 eV. As for the energy above the lowest of the compared OMol25 structures with the same formula, charge and spin: 1.936 eV. For the HOMO energy, the calculation gives -13.9 eV.